No. 1
This record from OMol25 describes 2 unconnected molecules or ions with the total composition C2HBrF3NO2 in a non-equilibrium geometry. The level of theory is ωB97M-V/def2-TZVPD.

Structure (XYZ):
```
10
Properties=species:S:1:pos:R:3:forces:R:3
C 1.586 0.266 0.194 -0.410 4.725 4.330
C -1.043 -0.671 0.335 -1.110 -3.022 2.730
N -0.950 0.159 -0.714 -1.948 2.081 -0.990
O -0.849 -0.294 -1.851 0.680 -0.381 0.216
O -1.097 1.361 -0.431 -0.428 -0.714 0.021
F 1.681 -0.090 1.489 -0.113 0.238 -0.554
F -1.566 -0.412 1.522 0.734 0.751 -1.548
F -0.993 -1.969 0.166 0.300 0.751 -0.444
Br 1.488 2.061 -0.241 1.154 -0.124 0.350
H 1.742 -0.411 -0.469 1.139 -4.305 -4.110
```
Forces are in eV/Å.

Results
- molar mass (g/mol) = 207.93
- spin multiplicity = 3
- expectation value of S² = 2.01
- highest occupied orbital energy (alpha / beta) (eV) = -8.3 / -10.7

These are the Mulliken partial charges, in e, on atoms 1 to 5:
1 C -0.364
2 C 0.481
3 N 0.937
4 O -0.573
5 O -0.508



No. 2
This record from OMol25 describes 9 unconnected molecules or ions with the total composition C45H119BF4N7O15 in a non-equilibrium geometry. The level of theory is ωB97M-V/def2-TZVPD.

Structure (XYZ):
```
191
Properties=species:S:1:pos:R:3:forces:R:3
C -20.683 -13.943 -0.735 -0.034 0.377 -0.039
C -20.839 -15.466 -0.595 2.053 -0.465 -0.479
C -21.586 -15.786 0.693 -1.138 -0.346 -0.367
O -21.147 -16.087 -1.834 -0.695 -0.043 0.393
H -19.882 -13.685 -1.438 -0.251 -0.120 -0.276
H -20.386 -13.430 0.189 -0.166 -0.368 0.150
H -21.617 -13.459 -1.050 0.035 -0.149 -0.174
H -19.800 -15.833 -0.367 -0.189 0.294 0.184
H -21.630 -16.831 1.012 0.368 -0.084 -0.232
H -22.650 -15.502 0.622 0.212 0.248 0.066
H -21.099 -15.265 1.518 -0.171 0.032 0.036
C -18.775 -4.734 -3.692 0.006 0.163 0.806
O -19.467 -5.986 -3.633 0.153 -0.107 -0.418
C -20.749 -5.916 -4.209 0.307 0.442 0.429
C -21.438 -7.222 -3.917 0.164 -0.178 -0.308
N -20.750 -8.376 -4.644 -0.205 0.427 -0.929
H -21.425 -9.117 -4.859 0.064 -0.040 0.542
H -20.549 -8.027 -5.593 0.332 0.088 0.330
C -19.500 -8.947 -4.037 0.058 -0.015 0.103
C -19.816 -9.943 -2.947 0.059 -1.248 -0.202
O -20.484 -9.367 -1.878 0.297 0.715 0.168
C -20.809 -10.214 -0.792 -1.570 0.505 -0.273
H -18.758 -4.310 -4.695 0.007 -0.067 -0.060
H -17.771 -4.900 -3.314 0.094 -0.139 -0.278
H -19.236 -4.041 -2.981 -0.148 0.109 -0.285
H -20.694 -5.669 -5.280 -0.068 -0.172 -0.011
H -21.318 -5.109 -3.728 -0.182 -0.119 -0.114
H -22.453 -7.214 -4.307 -0.121 0.048 0.290
H -21.361 -7.453 -2.860 -0.315 -0.012 0.025
H -18.885 -8.126 -3.679 -0.208 0.169 -0.017
H -18.977 -9.438 -4.857 0.081 -0.153 0.110
H -18.886 -10.419 -2.603 0.136 0.208 -0.164
H -20.405 -10.780 -3.375 -0.074 0.137 0.021
H -21.759 -10.710 -1.038 0.341 -0.569 -0.060
H -21.118 -9.536 0.001 0.531 -0.033 0.276
H -20.051 -10.927 -0.476 0.248 0.107 -0.155
C -18.431 -19.185 0.202 1.159 0.218 -0.148
O -18.874 -18.651 -1.070 -0.023 -0.237 0.096
C -18.025 -19.051 -2.149 0.409 0.385 1.085
C -18.239 -18.072 -3.292 -1.072 -0.856 -0.922
N -18.506 -16.685 -2.804 0.180 -0.006 0.786
H -19.500 -16.537 -2.477 -0.755 -0.209 0.114
H -17.967 -16.575 -1.937 -0.118 0.050 -0.126
C -18.152 -15.589 -3.730 0.422 0.419 0.197
C -18.881 -15.590 -5.051 0.258 -0.013 0.075
O -18.620 -16.762 -5.754 0.037 -0.494 -0.299
C -19.568 -17.021 -6.785 -0.162 0.653 -0.359
H -17.458 -18.735 0.454 -0.312 0.277 0.034
H -18.200 -20.250 0.162 -0.627 -0.083 -0.126
H -19.162 -18.942 0.965 -0.098 -0.123 -0.004
H -18.229 -20.099 -2.378 0.021 0.138 -0.542
H -16.982 -19.007 -1.800 -0.073 0.043 -0.071
H -19.105 -18.367 -3.888 -0.109 0.106 0.233
H -17.452 -18.070 -4.042 0.348 0.113 0.378
H -17.065 -15.603 -3.816 -0.011 -0.141 -0.497
H -18.390 -14.634 -3.253 -0.153 -0.167 0.249
H -18.475 -14.706 -5.566 -0.369 -0.029 -0.244
H -19.962 -15.480 -4.893 0.072 0.181 0.117
H -19.696 -16.124 -7.406 -0.032 -0.090 0.066
H -20.547 -17.295 -6.371 0.168 -0.043 0.037
H -19.220 -17.805 -7.448 0.237 -0.156 0.276
C -25.677 -18.266 -1.059 0.859 1.023 0.092
O -24.273 -18.354 -1.376 -0.628 -0.350 -0.106
C -23.936 -19.667 -1.805 0.642 0.155 0.187
C -22.434 -19.700 -2.080 -0.941 1.719 0.066
N -21.737 -19.053 -0.938 0.257 -0.492 -0.459
H -20.716 -19.124 -1.120 -0.133 -0.062 0.445
H -21.912 -18.027 -0.925 -0.057 -0.412 -0.242
C -22.109 -19.659 0.343 1.187 0.568 1.732
C -21.755 -21.122 0.468 -1.148 -0.507 -0.236
O -20.512 -21.376 -0.103 -0.079 0.550 -0.121
C -20.293 -22.761 -0.311 0.178 0.157 -0.009
H -25.838 -17.213 -0.804 -0.095 -0.105 -0.201
H -25.935 -18.826 -0.157 0.054 -0.464 -0.305
H -26.271 -18.521 -1.934 -0.207 -0.229 0.112
H -24.482 -19.936 -2.706 -0.131 -0.159 -0.091
H -24.124 -20.389 -1.003 -0.438 -0.040 -0.222
H -22.190 -18.968 -2.854 -0.090 -0.800 -0.804
H -22.125 -20.729 -2.216 0.480 0.123 -0.234
H -23.168 -19.509 0.514 0.081 0.183 0.189
H -21.528 -19.082 1.067 -0.366 -0.164 0.424
H -22.553 -21.699 -0.041 0.299 -0.121 -0.166
H -21.833 -21.447 1.510 0.245 0.352 0.133
H -20.242 -23.300 0.633 0.058 -0.045 0.060
H -19.341 -22.796 -0.829 0.041 -0.453 -0.078
H -21.104 -23.169 -0.917 0.088 -0.179 -0.131
C -26.373 -15.095 1.775 -0.515 0.017 0.072
O -27.060 -15.954 2.673 0.452 -0.178 -0.164
C -27.398 -17.225 2.155 -0.684 0.360 -0.755
C -27.728 -18.072 3.353 -0.137 -0.756 0.526
N -28.763 -17.413 4.238 1.418 1.209 0.120
H -28.771 -17.909 5.135 -0.545 -0.168 -0.234
H -28.310 -16.515 4.459 -0.329 -0.011 0.031
C -30.107 -17.116 3.625 -0.034 -0.749 0.771
C -30.973 -18.369 3.650 -0.454 0.609 0.692
O -30.394 -19.454 3.012 -0.224 -0.245 -0.319
C -30.761 -19.542 1.636 0.940 -0.203 0.000
H -25.396 -15.492 1.480 0.042 -0.025 0.274
H -26.295 -14.161 2.326 0.323 0.072 -0.150
H -26.945 -14.899 0.856 -0.120 -0.136 0.150
H -26.619 -17.699 1.548 0.334 0.086 0.510
H -28.216 -17.073 1.432 -0.167 -0.305 0.235
H -26.810 -18.155 3.939 -0.116 0.061 0.197
H -28.121 -19.074 3.217 0.174 -0.018 -0.747
H -29.879 -16.708 2.648 -0.307 0.093 -0.093
H -30.596 -16.394 4.278 0.130 0.296 -0.227
H -31.977 -18.085 3.308 0.134 -0.191 -0.458
H -31.163 -18.635 4.696 0.313 -0.117 0.034
H -30.287 -20.442 1.250 -0.253 -0.162 0.074
H -30.293 -18.718 1.080 -0.472 0.171 -0.071
H -31.840 -19.594 1.525 -0.061 0.120 -0.158
C -27.320 -14.731 -4.284 -0.135 -1.222 -0.458
O -25.951 -15.137 -4.141 -0.687 0.384 0.965
C -25.044 -14.087 -4.264 0.855 -0.520 -1.931
C -23.806 -14.443 -3.480 0.188 -0.240 1.251
N -23.412 -15.876 -3.657 -0.552 -0.133 0.095
H -22.772 -16.118 -2.855 0.541 0.286 -0.278
H -24.261 -16.444 -3.526 0.001 -0.065 -0.238
C -22.808 -16.214 -4.993 -0.092 -1.026 1.023
C -23.834 -16.810 -5.952 -0.433 1.033 -1.015
O -24.740 -17.622 -5.269 0.600 -0.261 0.468
C -25.487 -18.498 -6.126 -0.049 0.025 0.619
H -27.693 -14.119 -3.462 0.303 0.295 -0.100
H -27.885 -15.666 -4.273 -0.005 0.131 0.047
H -27.477 -14.301 -5.276 -0.039 0.371 0.195
H -25.453 -13.090 -4.106 0.039 -0.004 0.652
H -24.721 -14.083 -5.322 -0.112 0.319 -0.017
H -23.971 -14.380 -2.400 -0.057 0.293 -0.064
H -22.919 -13.863 -3.727 -0.142 0.250 -0.053
H -22.076 -16.994 -4.777 0.143 0.200 0.038
H -22.302 -15.313 -5.325 -0.018 -0.083 -0.452
H -23.327 -17.337 -6.771 0.231 -0.137 0.283
H -24.372 -15.995 -6.467 -0.063 -0.110 0.164
H -25.713 -17.975 -7.051 -0.185 -0.230 -0.154
H -26.388 -18.748 -5.569 -0.155 0.151 -0.225
H -24.958 -19.440 -6.283 0.214 0.186 -0.300
C -12.572 -13.133 3.633 0.166 -0.614 0.944
O -13.327 -13.370 2.438 0.151 0.737 0.363
C -12.769 -14.286 1.558 -0.047 -0.971 -0.461
C -13.512 -14.105 0.242 0.358 2.022 -0.537
N -13.660 -12.587 0.013 -0.318 0.368 1.309
H -13.944 -12.218 0.941 0.130 -0.177 -0.150
H -12.728 -12.197 -0.160 -0.134 -0.031 -0.055
C -14.618 -12.100 -1.018 0.053 -1.066 -0.498
C -16.038 -12.621 -0.779 0.677 -0.463 0.152
O -16.298 -12.549 0.597 -0.419 0.050 -0.577
C -17.493 -13.178 1.046 0.011 0.465 1.287
H -12.944 -13.767 4.446 -0.136 0.044 -0.170
H -12.657 -12.100 3.958 -0.157 0.092 -0.333
H -11.514 -13.391 3.536 -0.058 0.153 -0.392
H -12.969 -15.326 1.848 0.175 0.038 0.208
H -11.684 -14.193 1.445 -0.010 0.272 0.013
H -14.527 -14.473 0.334 0.078 -0.304 -0.382
H -12.927 -14.334 -0.647 -0.315 -1.210 0.145
H -14.273 -12.542 -1.955 -0.025 0.410 -0.177
H -14.567 -11.017 -1.066 0.071 0.049 0.135
H -16.091 -13.679 -1.082 -0.078 0.162 -0.188
H -16.690 -12.033 -1.441 -0.255 -0.053 0.353
H -17.596 -14.259 0.899 0.489 0.047 -0.478
H -18.415 -12.693 0.718 0.217 0.167 -0.389
H -17.426 -13.021 2.123 -0.266 -0.187 0.024
C -23.133 -12.609 7.868 -0.825 0.151 -0.093
O -23.148 -11.515 6.928 0.099 -0.477 -0.606
C -22.084 -10.619 7.033 -0.036 -0.085 1.524
C -22.241 -9.541 6.013 1.303 1.211 -0.669
N -22.486 -10.080 4.633 -0.587 0.317 -1.079
H -22.216 -9.435 3.883 0.395 0.276 0.573
H -21.939 -10.922 4.414 -0.410 -0.236 0.467
C -23.949 -10.286 4.359 -0.339 -0.924 0.463
C -24.179 -10.988 3.043 -0.777 0.025 -0.487
O -23.346 -12.120 2.987 0.122 0.456 -0.439
C -23.366 -12.774 1.731 -0.422 -0.879 0.028
H -22.191 -12.658 8.408 -0.068 0.012 0.172
H -23.328 -13.554 7.362 0.351 0.125 -0.315
H -24.007 -12.456 8.503 0.415 0.038 0.468
H -21.099 -11.109 7.021 -0.106 -0.101 -0.559
H -22.093 -10.133 8.023 -0.037 0.155 -0.163
H -21.325 -8.948 5.928 0.206 -0.354 0.200
H -22.962 -8.752 6.221 -0.622 -0.554 0.049
H -24.428 -9.314 4.426 -0.027 0.053 -0.149
H -24.322 -10.917 5.162 0.077 0.092 0.101
H -24.086 -10.320 2.170 0.571 -0.075 0.069
H -25.225 -11.315 2.980 -0.063 0.156 0.308
H -23.178 -12.117 0.874 0.549 0.116 0.261
H -24.318 -13.270 1.467 -0.139 0.412 0.574
H -22.682 -13.610 1.852 0.371 0.299 -0.404
B -21.373 -18.791 4.364 -0.743 -0.536 0.695
F -20.578 -18.370 5.431 -0.013 -0.066 -0.700
F -21.691 -17.662 3.520 0.058 -0.241 -0.092
F -20.769 -19.794 3.559 0.241 0.481 -0.224
F -22.574 -19.368 4.879 0.300 0.605 -0.471
```
Forces are in eV/Å.

Results
- energy above the lowest of the compared OMol25 structures with the same formula, charge and spin (kcal/mol) = 78.5
- molar mass (g/mol) = 1085.29
- total charge = +5
- highest occupied orbital energy (eV) = -17.3

These are the Mulliken partial charges, in e, on atoms 1 to 5:
1 C -0.891
2 C 1.265
3 C -0.840
4 O -0.466
5 H -0.050



No. 3
This record from OMol25 describes a molecular structure, C2H4Dy in a non-equilibrium geometry. The level of theory is ωB97M-V/def2-TZVPD.

Structure (XYZ):
```
7
Properties=species:S:1:pos:R:3:forces:R:3
C 0.452 0.280 -0.195 0.651 -1.404 -0.456
C -0.428 -0.760 -0.193 -0.206 0.409 0.796
H 1.170 0.429 0.623 -0.353 0.031 -0.033
H 0.785 0.775 -1.122 -0.560 0.250 0.372
H -1.041 -0.803 -1.111 0.341 -0.086 0.014
Dy -0.748 -2.459 1.685 0.174 0.776 -0.710
H -0.189 2.539 0.312 -0.047 0.024 0.016
```
Forces are in eV/Å.

Results
- molar mass (g/mol) = 190.55
- spin multiplicity = 7
- expectation value of S² = 12.60
- highest occupied orbital energy (alpha / beta) (eV) = -7.8 / -5.7

These are the Mulliken partial charges, in e, on atoms 1 to 5:
1 C -1.089
2 C -0.572
3 H 0.258
4 H 0.317
5 H 0.131